[1]
The following is a DFT calculation (ωB97M-V/def2-TZVPD) of a molecular structure, C24H37BF17NO20S3Zr in a non-equilibrium geometry.

Geometry as ORCA input:
```
! wB97M-V def2-TZVPD RIJCOSX def2/J DEFGRID3
* xyz 0 1
Zr 2.332 -1.769 0.555
N 2.972 -1.977 -1.443
S 2.686 -2.844 -2.780
O 3.749 -3.584 -3.320
O 1.691 -2.260 -3.596
F 1.804 -3.949 -2.006
S 3.958 -0.798 -2.258
O 3.233 0.127 -3.031
O 5.260 -1.190 -2.612
F 4.205 -0.076 -0.841
B 1.494 -1.937 2.995
H 0.464 -1.389 3.241
H 2.245 -1.118 2.616
H 1.995 -2.461 3.953
H 1.420 -2.731 2.152
O 0.326 -2.009 0.067
C -0.428 -0.821 -0.083
C 0.460 0.442 -0.053
O 1.773 0.257 0.447
H -0.918 -0.911 -1.058
H -1.173 -0.723 0.711
H -0.088 1.245 0.463
H 0.536 0.846 -1.076
C -1.113 -6.043 1.541
C -0.079 -5.032 1.129
O 1.121 -5.800 0.726
C 2.260 -5.224 0.668
O 2.459 -4.029 0.816
C 3.407 -6.191 0.285
F 2.989 -7.459 0.369
F 3.810 -5.958 -0.959
F 4.412 -6.018 1.146
H -0.854 -6.610 2.437
H -1.263 -6.816 0.786
H -2.043 -5.498 1.710
H 0.187 -4.352 1.932
H -0.413 -4.485 0.251
C -4.170 -2.917 1.245
C -4.462 -3.856 0.108
O -4.041 -3.263 -1.181
C -2.918 -3.672 -1.731
O -2.143 -4.460 -1.278
C -2.632 -2.899 -3.040
F -3.425 -1.832 -3.209
F -1.379 -2.483 -3.034
F -2.830 -3.718 -4.081
H -3.135 -2.555 1.241
H -4.339 -3.326 2.238
H -4.716 -1.975 1.134
H -5.516 -3.971 -0.119
H -3.887 -4.775 0.196
C -1.114 4.286 0.564
C -0.119 3.903 -0.503
O 0.012 5.007 -1.444
C 0.855 5.945 -1.121
O 1.631 5.931 -0.205
C 0.738 7.174 -2.056
F 0.059 6.909 -3.159
F 0.069 8.141 -1.399
F 1.947 7.639 -2.360
H -0.622 4.987 1.251
H -1.342 3.444 1.220
H -1.998 4.777 0.169
H -0.564 3.104 -1.092
H 0.887 3.700 -0.151
C -3.307 1.512 -0.292
C -4.039 1.283 -1.600
O -3.058 1.257 -2.654
C -2.746 2.415 -3.198
O -3.180 3.482 -2.895
C -1.757 2.239 -4.378
F -0.870 3.229 -4.372
F -1.098 1.078 -4.298
F -2.429 2.254 -5.539
H -2.461 0.838 -0.179
H -3.920 1.323 0.589
H -2.964 2.547 -0.284
H -4.779 2.047 -1.822
H -4.535 0.314 -1.573
C 0.759 2.342 3.532
C -0.457 2.514 4.462
O -1.607 1.789 4.061
C -1.723 0.485 4.280
O -0.954 -0.219 4.848
C -3.043 -0.025 3.653
F -3.468 -1.127 4.232
F -3.979 0.933 3.770
F -2.911 -0.234 2.323
H 1.659 2.382 4.138
H 0.767 3.082 2.734
H 0.701 1.341 3.098
H -0.768 3.560 4.486
H -0.124 2.394 5.496
C 3.747 3.101 -1.354
C 3.737 3.498 0.091
O 5.123 3.918 0.292
S 6.109 2.984 -0.582
O 6.272 1.765 0.121
O 7.238 3.707 -1.004
O 5.071 2.789 -1.787
H 3.523 3.897 -2.072
H 3.055 2.280 -1.546
H 3.622 2.628 0.744
H 3.073 4.297 0.392
*
```

The calculation puts the relative energy (zero: lowest compared OMol25 entry of this formula, charge and spin) at 0.00 kJ/mol. The value obtained for the frontier orbital gap is 8.86 eV. For the maximum force, the calculation gives 5.991 eV/Å. As for the energy: -5460.48159 Eh.

[2]
The following is a DFT calculation (ωB97M-V/def2-TZVPD) of a molecular structure, C33H41N2O4P2S3W in a non-equilibrium geometry.

Geometry as ORCA input:
```
! wB97M-V def2-TZVPD RIJCOSX def2/J DEFGRID3
* xyz 1 3
W -0.936 0.148 -0.433
N 1.772 0.367 2.059
C 2.943 -0.057 1.394
C 4.061 -0.411 2.154
C 5.233 -0.824 1.551
C 5.323 -0.870 0.162
C 4.211 -0.540 -0.589
C 2.993 -0.169 0.002
P 1.569 0.191 -1.103
C 2.084 1.801 -1.821
C 3.061 1.885 -2.814
C 3.500 3.122 -3.269
C 2.974 4.291 -2.733
C 2.005 4.218 -1.743
C 1.561 2.980 -1.294
C 1.725 -1.018 -2.458
C 2.034 -2.345 -2.178
C 1.991 -3.302 -3.184
C 1.638 -2.939 -4.477
C 1.326 -1.615 -4.762
C 1.362 -0.661 -3.754
H 1.904 0.467 3.055
H 1.364 1.221 1.698
H 4.005 -0.334 3.237
H 6.088 -1.089 2.164
H 6.244 -1.166 -0.325
H 4.280 -0.604 -1.667
H 3.484 0.987 -3.248
H 4.258 3.171 -4.042
H 3.319 5.256 -3.088
H 1.589 5.125 -1.319
H 0.793 2.944 -0.534
H 2.302 -2.639 -1.172
H 2.235 -4.332 -2.956
H 1.611 -3.685 -5.262
H 1.053 -1.324 -5.770
H 1.111 0.368 -3.982
O -0.938 1.185 -2.220
N -1.715 0.749 -3.241
C -2.031 1.675 -4.175
C -2.759 1.308 -5.266
C -3.161 -0.028 -5.389
C -2.824 -0.938 -4.420
C -2.076 -0.545 -3.300
S -1.573 -1.619 -2.052
H -1.662 2.668 -3.969
H -3.013 2.053 -6.007
H -3.743 -0.344 -6.247
H -3.123 -1.976 -4.485
C -2.776 3.427 2.588
C -2.577 2.329 1.561
S -0.964 1.884 1.192
C -3.600 1.672 0.954
C -5.047 1.970 1.261
S -3.299 0.400 -0.158
H -1.825 3.761 3.000
H -3.400 3.088 3.418
H -3.267 4.298 2.148
H -5.177 2.985 1.636
H -5.431 1.282 2.019
H -5.667 1.851 0.373
C -2.338 -1.493 4.275
C -1.168 -0.801 3.624
O -0.495 -1.717 2.718
P -0.736 -1.756 1.161
O -2.087 -2.566 0.957
C -2.297 -3.896 1.494
C -3.778 -4.153 1.537
O 0.380 -2.806 0.735
C 1.515 -3.265 1.518
C 1.173 -4.532 2.255
H -2.840 -0.794 4.950
H -2.016 -2.360 4.857
H -3.064 -1.818 3.525
H -0.417 -0.507 4.354
H -1.477 0.090 3.084
H -1.840 -3.963 2.480
H -1.794 -4.601 0.832
H -4.276 -3.504 2.260
H -3.963 -5.192 1.820
H -4.223 -3.975 0.555
H 1.833 -2.474 2.186
H 2.304 -3.438 0.793
H 0.413 -4.355 3.017
H 2.071 -4.914 2.746
H 0.814 -5.296 1.564
*
```

The value obtained for the frontier orbital gap (alpha / beta) is 6.29 / 6.93 eV. For the maximum force, the calculation gives 1.391 eV/Å. As for the energy: -3636.85038 Eh.

[3]
The following is a DFT calculation (ωB97M-V/def2-TZVPD) of a molecular structure, C53H41BrClIKN4O5PS in a non-equilibrium geometry.

Geometry as ORCA input:
```
! wB97M-V def2-TZVPD RIJCOSX def2/J DEFGRID3
* xyz 0 1
K -0.048 1.315 -0.763
N 2.275 1.151 2.369
C 1.189 1.772 3.004
C 1.183 1.784 4.404
C 0.138 2.394 5.062
C -0.868 2.986 4.315
C -0.784 2.905 2.940
N 0.208 2.293 2.273
C 2.985 1.612 1.252
C 4.234 1.033 0.986
C 4.990 1.552 -0.043
C 4.481 2.595 -0.807
C 3.217 3.060 -0.498
N 2.484 2.599 0.526
H 2.827 0.575 2.980
H 2.009 1.343 4.950
H 0.116 2.421 6.145
H -1.704 3.490 4.783
H -1.558 3.356 2.333
H 4.598 0.212 1.595
H 5.970 1.140 -0.256
H 5.032 3.014 -1.639
H 2.755 3.840 -1.092
Cl -2.543 2.795 -0.272
C -4.112 2.102 -0.602
C -5.115 2.955 -1.033
C -6.371 2.435 -1.301
C -6.608 1.078 -1.136
C -5.589 0.243 -0.702
C -4.316 0.737 -0.417
P -2.907 -0.318 0.107
C -3.546 -1.983 -0.302
C -3.891 -2.945 0.643
C -4.273 -4.221 0.238
C -4.323 -4.542 -1.111
C -3.981 -3.587 -2.061
C -3.583 -2.321 -1.659
C -3.067 -0.262 1.937
C -4.277 -0.041 2.597
C -4.345 -0.090 3.984
C -3.208 -0.381 4.727
C -1.998 -0.597 4.084
C -1.924 -0.518 2.698
H -4.905 4.009 -1.165
H -7.160 3.092 -1.645
H -7.587 0.666 -1.350
H -5.778 -0.818 -0.586
H -3.859 -2.704 1.699
H -4.535 -4.964 0.983
H -4.620 -5.536 -1.423
H -4.002 -3.834 -3.116
H -3.288 -1.586 -2.402
H -5.171 0.169 2.023
H -5.290 0.088 4.484
H -3.267 -0.433 5.808
H -1.107 -0.810 4.660
H -0.970 -0.655 2.201
Br 0.964 8.696 -1.257
C 1.905 7.655 0.011
C 3.094 8.170 0.512
C 3.825 7.449 1.442
C 3.369 6.212 1.874
C 2.182 5.698 1.379
C 1.443 6.414 0.443
I -0.317 5.543 -0.249
H 3.439 9.135 0.165
H 4.752 7.857 1.825
H 3.939 5.638 2.596
H 1.829 4.724 1.692
O -0.178 0.616 -3.257
C 1.013 0.993 -3.125
O 1.412 2.061 -2.606
C 2.067 -0.041 -3.516
C 3.252 -0.126 -2.795
C 4.170 -1.141 -3.048
C 3.922 -2.070 -4.044
C 2.745 -1.955 -4.767
C 1.813 -0.970 -4.513
N 2.462 -2.949 -5.819
O 1.382 -2.895 -6.379
O 3.292 -3.810 -6.032
H 3.438 0.610 -2.024
H 5.084 -1.204 -2.468
H 4.614 -2.866 -4.272
H 0.890 -0.922 -5.073
O 0.586 -0.966 -0.188
S 0.009 -2.290 0.203
C 1.379 -3.213 0.889
C 2.640 -3.062 0.329
C 3.705 -3.751 0.885
C 3.504 -4.578 1.989
C 2.239 -4.714 2.544
C 1.166 -4.019 1.996
C -0.202 -3.252 -1.298
C -0.367 -4.632 -1.217
C -0.599 -5.353 -2.375
C -0.673 -4.695 -3.600
C -0.530 -3.317 -3.661
C -0.297 -2.579 -2.504
H 2.768 -2.407 -0.528
H 4.695 -3.651 0.456
H 4.341 -5.117 2.417
H 2.088 -5.352 3.406
H 0.171 -4.101 2.425
H -0.298 -5.141 -0.262
H -0.714 -6.428 -2.326
H -0.841 -5.260 -4.509
H -0.588 -2.807 -4.614
H -0.195 -1.497 -2.557
*
```

The calculation puts the relative energy (zero: lowest compared OMol25 entry of this formula, charge and spin) at 45.42 kJ/mol. The value obtained for the frontier orbital gap is 8.33 eV. For the maximum force, the calculation gives 1.100 eV/Å. As for the energy: -7310.88141 Eh.